Entry 1:
C35H30F4N6PbSTe as an isolated structure. Source: the OMol25 dataset; level of theory: ωB97M-V with the def2-TZVPD basis set.

Output
Total energy ... -2938.20206 a.u.
Net charge ... +2
E_HOMO (spin up / spin down) ... -12.33 / -12.33 eV
Kohn-Sham gap (spin up / spin down) ... 4.59 / 3.89 eV
Molar mass ... 977.526 g/mol

Geometry (Å):
1 Pb 1.123 -0.629 -0.349
2 C 4.440 -1.005 3.220
3 N 3.780 -1.845 2.242
4 C 4.164 -1.603 0.876
5 C 2.407 -2.179 2.524
6 C 1.476 -1.026 2.933
7 N 1.492 0.067 1.963
8 C 1.254 1.325 2.337
9 C 1.664 2.356 1.439
10 F 2.295 1.989 0.318
11 C 1.468 3.682 1.709
12 F 1.879 4.592 0.836
13 C 0.845 4.075 2.887
14 C 0.429 3.100 3.787
15 F -0.188 3.455 4.900
16 C 0.629 1.761 3.539
17 F 0.152 0.873 4.400
18 H 4.263 -1.391 4.224
19 H 4.110 0.046 3.185
20 H 5.515 -1.016 3.047
21 H 3.632 -2.294 0.214
22 H 5.230 -1.801 0.750
23 H 3.989 -0.564 0.535
24 H 2.375 -2.884 3.362
25 H 1.991 -2.721 1.667
26 H 1.763 -0.662 3.919
27 H 0.453 -1.409 3.028
28 H 0.683 5.123 3.104
29 N -3.081 5.439 -1.732
30 C -4.084 6.325 -1.413
31 C -4.560 7.474 -2.042
32 C -5.601 8.121 -1.417
33 C -6.157 7.648 -0.210
34 C -5.684 6.516 0.407
35 C -4.623 5.842 -0.208
36 N -3.958 4.702 0.183
37 C -3.056 4.493 -0.739
38 C -2.136 3.367 -0.686
39 C -1.210 3.072 -1.688
40 C -0.373 1.989 -1.534
41 N -0.409 1.194 -0.458
42 C -1.322 1.455 0.497
43 C -2.184 2.518 0.425
44 H -2.478 5.502 -2.533
45 H -4.140 7.842 -2.968
46 H -6.008 9.018 -1.864
47 H -6.976 8.197 0.235
48 H -6.106 6.150 1.332
49 H -1.127 3.667 -2.586
50 H 0.360 1.751 -2.296
51 H -1.362 0.761 1.328
52 H -2.909 2.706 1.204
53 Te 1.498 -3.639 -3.223
54 C 2.541 -4.587 -1.689
55 C 2.030 -4.630 -0.392
56 C 2.770 -5.249 0.602
57 C 4.005 -5.816 0.301
58 C 4.510 -5.756 -0.992
59 C 3.783 -5.134 -1.996
60 C -0.313 -4.583 -3.186
61 C -1.193 -4.202 -4.213
62 C -2.439 -4.789 -4.286
63 C -2.815 -5.731 -3.332
64 C -1.941 -6.100 -2.306
65 C -0.687 -5.535 -2.229
66 H 1.071 -4.179 -0.157
67 H 2.385 -5.293 1.612
68 H 4.576 -6.304 1.079
69 H 5.472 -6.194 -1.222
70 H 4.185 -5.087 -3.001
71 H -0.906 -3.452 -4.940
72 H -3.123 -4.511 -5.076
73 H -3.795 -6.186 -3.387
74 H -2.245 -6.839 -1.578
75 H 0.001 -5.840 -1.452
76 S -0.881 -2.133 0.525
77 C -1.254 -1.852 -1.090
78 N -1.362 -1.542 -2.203

Mulliken atomic charge list, values in e, 8 entries: number 1, Pb, carries 0.8076; number 2, C, carries -0.8693; number 3, N, carries 0.3247; number 4, C, carries -0.6065; number 5, C, carries 0.1032; number 6, C, carries -1.1920; number 7, N, carries 0.3587; number 8, C, carries -0.3540

Entry 2:
C35H30GeI2NOSeTi as an isolated structure. Source: the OMol25 dataset; level of theory: ωB97M-V with the def2-TZVPD basis set.

Output
Energy relative to the best compared isomer or geometry (same formula, charge and spin) ... 0.00 kcal per mole
Total energy ... -7404.79942 a.u.
Net charge ... +1
E_HOMO ... -10.74 eV
Kohn-Sham gap ... 6.78 eV
Molar mass ... 933.876 g/mol

Geometry (Å):
1 Ti 0.108 0.100 -0.041
2 I 2.775 -3.540 -2.416
3 C 3.211 -2.457 -0.717
4 C 4.480 -2.612 -0.093
5 C 4.804 -1.956 1.061
6 I 6.669 -2.268 1.909
7 C 3.860 -1.072 1.668
8 C 4.037 -0.353 2.868
9 C 3.035 0.458 3.335
10 C 1.857 0.596 2.590
11 N 1.657 -0.059 1.462
12 C 2.629 -0.909 1.018
13 C 2.292 -1.619 -0.158
14 O 1.046 -1.382 -0.599
15 H 5.194 -3.282 -0.551
16 H 4.963 -0.455 3.418
17 H 3.146 1.009 4.257
18 H 1.062 1.257 2.913
19 C -4.622 -5.201 2.971
20 C -3.983 -3.955 2.427
21 C -2.653 -3.663 2.679
22 C -2.043 -2.509 2.194
23 C -0.602 -2.255 2.512
24 C -2.813 -1.636 1.430
25 Se -2.131 0.032 0.759
26 C -4.164 -1.895 1.150
27 C -5.026 -0.968 0.341
28 C -4.720 -3.059 1.661
29 H -3.896 -5.827 3.487
30 H -5.070 -5.790 2.171
31 H -5.415 -4.953 3.678
32 H -2.065 -4.349 3.277
33 H -0.239 -2.966 3.252
34 H -0.460 -1.247 2.908
35 H 0.030 -2.360 1.624
36 H -4.584 -0.744 -0.631
37 H -5.182 -0.015 0.850
38 H -6.000 -1.423 0.172
39 H -5.761 -3.270 1.452
40 C 2.440 3.278 0.834
41 Ge 0.925 2.513 -0.108
42 C -0.323 3.897 -0.649
43 C 0.119 4.892 -1.523
44 C -0.744 5.888 -1.953
45 C -2.062 5.901 -1.516
46 C -2.513 4.919 -0.648
47 C -1.646 3.922 -0.218
48 C 1.663 1.634 -1.730
49 C 3.009 1.615 -2.026
50 C 3.519 0.884 -3.117
51 C 2.691 0.107 -3.877
52 C 1.310 0.044 -3.589
53 C 0.435 -0.838 -4.261
54 C -0.884 -0.954 -3.912
55 C -1.409 -0.147 -2.891
56 C -0.592 0.750 -2.237
57 C 0.794 0.849 -2.545
58 H 2.875 4.049 0.196
59 H 3.204 2.532 1.052
60 H 2.127 3.750 1.764
61 H 1.141 4.895 -1.884
62 H -0.390 6.655 -2.629
63 H -2.736 6.675 -1.855
64 H -3.538 4.928 -0.303
65 H -2.014 3.165 0.468
66 H 3.706 2.177 -1.413
67 H 4.578 0.925 -3.336
68 H 3.086 -0.489 -4.689
69 H 0.837 -1.457 -5.055
70 H -1.525 -1.655 -4.428
71 H -2.456 -0.208 -2.622
72 H -1.054 1.506 -1.591

Mulliken atomic charge list, values in e, 8 entries: number 1, Ti, carries 0.4610; number 2, I, carries 0.0919; number 3, C, carries -0.2011; number 4, C, carries -0.2714; number 5, C, carries -0.2023; number 6, I, carries 0.1331; number 7, C, carries 0.6912; number 8, C, carries -0.8046

Entry 3:
C35H30LiN9O3S4 as an isolated structure. Source: the OMol25 dataset; level of theory: ωB97M-V with the def2-TZVPD basis set.

Output
Energy relative to the best compared isomer or geometry (same formula, charge and spin) ... 17.87 kcal per mole
Total energy ... -3670.68475 a.u.
Net charge ... -2
E_HOMO ... 0.70 eV
Kohn-Sham gap ... 2.68 eV
Molar mass ... 759.894 g/mol

Geometry (Å):
1 Li 1.213 1.648 -1.100
2 S 3.562 -2.024 -1.752
3 S 4.652 -0.555 -2.373
4 S 4.543 1.031 -1.017
5 S 3.795 2.544 -1.972
6 C -2.821 4.976 -1.333
7 N -1.486 4.534 -0.891
8 C -0.463 4.070 -1.632
9 N 0.470 3.523 -0.827
10 C -0.029 3.682 0.432
11 N -1.235 4.286 0.434
12 C -3.867 3.918 -0.981
13 C -4.984 4.344 -0.266
14 C -5.960 3.429 0.096
15 C -5.912 2.091 -0.328
16 C -4.792 1.690 -1.100
17 C -3.751 2.579 -1.403
18 C -4.743 0.324 -1.546
19 N -5.699 -0.542 -1.343
20 N -5.297 -1.753 -1.815
21 C -4.115 -1.595 -2.346
22 O -3.662 -0.299 -2.239
23 C -3.271 -2.584 -2.948
24 C -3.574 -3.934 -2.875
25 C -2.658 -4.856 -3.425
26 C -1.438 -4.395 -3.938
27 C -1.161 -3.038 -3.993
28 C 0.118 -2.401 -4.541
29 N 0.610 -1.182 -3.944
30 C 0.293 -0.477 -2.800
31 N 1.092 0.600 -2.746
32 C 1.959 0.484 -3.769
33 N 1.677 -0.572 -4.543
34 C -2.166 -2.127 -3.601
35 H -2.778 5.200 -2.417
36 H -3.045 5.905 -0.751
37 H -0.307 4.263 -2.707
38 H 0.393 3.271 1.334
39 H -5.071 5.411 -0.052
40 H -6.768 3.750 0.712
41 H -6.677 1.364 -0.071
42 H -2.886 2.258 -2.017
43 H -4.425 -4.235 -2.297
44 H -2.898 -5.928 -3.479
45 H -0.770 -5.157 -4.339
46 H 0.006 -2.220 -5.630
47 H 0.922 -3.143 -4.470
48 H -0.508 -0.714 -2.104
49 H 2.768 1.178 -3.943
50 H -2.006 -1.038 -3.688
51 C 3.864 -0.254 6.864
52 C 3.817 0.372 5.499
53 C 4.659 1.452 5.197
54 C 4.661 2.029 3.909
55 C 3.856 1.548 2.904
56 C 3.077 0.408 3.169
57 N 2.294 -0.110 2.178
58 C 2.132 -1.420 1.791
59 C 3.050 -2.428 1.990
60 C 2.715 -3.762 1.789
61 C 1.497 -4.116 1.276
62 C 0.579 -3.117 0.957
63 C 0.903 -1.762 1.131
64 C 0.041 -0.709 0.430
65 O -0.966 -1.102 -0.216
66 O 0.418 0.534 0.479
67 C 3.015 -0.126 4.476
68 C 2.021 -1.214 4.793
69 H 4.730 0.197 7.376
70 H 4.033 -1.375 6.821
71 H 2.932 -0.106 7.446
72 H 5.415 1.846 5.897
73 H 5.364 2.832 3.745
74 H 3.851 1.991 1.886
75 H 1.593 0.483 1.644
76 H 4.034 -2.202 2.414
77 H 3.474 -4.474 2.074
78 H 1.200 -5.141 1.164
79 H -0.393 -3.361 0.555
80 H 2.476 -2.203 4.730
81 H 1.139 -1.181 4.137
82 H 1.666 -1.109 5.839

Mulliken atomic charge list, values in e, 8 entries: number 1, Li, carries 0.7502; number 2, S, carries -0.6076; number 3, S, carries -0.2709; number 4, S, carries -0.1471; number 5, S, carries -0.6943; number 6, C, carries -0.8748; number 7, N, carries 0.6985; number 8, C, carries 0.0041